ORCA calculation (ωB97M-V/def2-TZVPD) on a 22-piece molecular cluster, C75H188N6O22 overall.

Output
Kohn-Sham gap: 7.87 eV
F_max: 4.03 eV/A
Lowest unoccupied orbital energy: 0.04 eV

```
! RIJCOSX wB97M-V def2-TZVPD def2/J DEFGRID3
* xyz 0 1
C -0.40 -0.62 -2.12
C -0.50 -0.50 -0.56
C -0.17 -1.93 -0.09
C 0.12 -2.06 1.44
C 1.24 -1.08 1.81
C 0.97 0.43 1.45
N 0.43 0.49 0.02
O 0.16 1.81 -0.33
C -0.03 1.00 2.45
C 2.31 1.27 1.52
C -1.93 -0.14 -0.23
H -0.31 0.36 -2.57
H -1.23 -1.16 -2.58
H 0.48 -1.20 -2.42
H -0.94 -2.55 -0.55
H 0.65 -2.39 -0.64
H 0.50 -3.07 1.62
H -0.70 -1.64 2.02
H 2.19 -1.46 1.44
H 1.42 -1.25 2.87
H 0.22 0.87 3.50
H -0.13 2.06 2.23
H -1.06 0.66 2.32
H 2.22 2.08 2.24
H 3.16 0.61 1.70
H 2.46 1.77 0.56
H -2.16 0.89 -0.49
H -2.03 -0.35 0.84
H -2.68 -0.72 -0.76
H 0.88 1.96 -0.94
C -3.05 -1.72 3.77
C -3.53 -2.11 5.18
C -2.83 -3.43 5.67
C -1.38 -3.31 6.25
C -1.31 -2.17 7.29
C -1.90 -0.84 6.77
N -3.27 -1.15 6.27
O -4.03 0.01 6.19
C -1.98 0.09 8.06
C -0.88 -0.25 5.72
C -5.03 -2.35 5.10
H -3.48 -0.83 3.31
H -3.15 -2.52 3.03
H -1.96 -1.76 3.78
H -3.54 -3.80 6.42
H -2.89 -4.21 4.91
H -0.71 -2.97 5.45
H -1.00 -4.27 6.62
H -0.27 -1.94 7.51
H -1.82 -2.60 8.15
H -1.07 -0.02 8.65
H -2.16 1.16 7.92
H -2.82 -0.28 8.65
H -1.40 0.49 5.12
H -0.09 0.29 6.24
H -0.45 -0.99 5.04
H -5.21 -3.05 4.29
H -5.52 -1.40 4.87
H -5.59 -2.69 5.98
H -4.49 -0.09 7.03
C -3.31 -4.99 -7.13
C -1.84 -5.21 -6.77
C -1.28 -3.71 -6.61
C 0.19 -3.62 -6.02
C 0.12 -4.32 -4.64
C -0.48 -5.83 -4.65
N -1.72 -5.84 -5.48
O -2.35 -7.07 -5.46
C 0.59 -6.84 -5.05
C -0.95 -6.18 -3.17
C -1.14 -5.93 -7.88
H -3.90 -5.91 -7.20
H -3.60 -4.20 -7.81
H -3.75 -4.51 -6.25
H -1.18 -3.31 -7.62
H -1.93 -3.08 -6.00
H 0.58 -2.61 -6.03
H 0.92 -4.10 -6.67
H -0.37 -3.56 -4.04
H 1.14 -4.27 -4.25
H 0.18 -7.73 -5.52
H 1.15 -6.54 -5.94
H 1.27 -7.14 -4.26
H -1.90 -5.71 -2.93
H -1.09 -7.24 -2.96
H -0.22 -5.69 -2.53
H -1.10 -5.22 -8.70
H -1.77 -6.74 -8.25
H -0.09 -6.10 -7.64
H -2.85 -7.01 -4.65
C 3.04 0.22 6.85
C 4.14 -0.81 6.54
C 5.43 -0.21 5.83
C 6.44 0.51 6.64
C 6.88 -0.49 7.76
C 5.74 -1.10 8.65
N 4.58 -1.51 7.81
O 3.42 -1.94 8.55
C 6.19 -2.41 9.26
C 5.30 -0.06 9.78
C 3.58 -1.86 5.57
H 2.57 0.52 5.91
H 3.42 1.15 7.28
H 2.34 -0.11 7.62
H 6.06 -0.89 5.25
H 4.97 0.47 5.11
H 6.01 1.33 7.21
H 7.30 0.85 6.06
H 7.64 0.07 8.30
H 7.49 -1.30 7.36
H 5.44 -2.78 9.96
H 6.41 -3.21 8.56
H 7.04 -2.28 9.94
H 5.98 0.78 9.95
H 4.35 0.43 9.60
H 5.35 -0.56 10.75
H 2.63 -2.23 5.95
H 4.25 -2.70 5.41
H 3.32 -1.40 4.62
H 3.58 -2.89 8.59
C 0.19 1.16 -8.21
C 0.39 1.78 -6.76
C 1.69 1.30 -6.19
C 2.93 1.88 -6.90
C 2.89 3.43 -7.08
C 1.54 3.99 -7.53
N 0.44 3.32 -6.80
O -0.84 3.88 -7.07
C 1.49 5.47 -7.15
C 1.46 3.83 -9.08
C -0.72 1.22 -5.92
H -0.04 0.10 -8.25
H 1.06 1.24 -8.86
H -0.53 1.66 -8.85
H 1.77 1.47 -5.11
H 1.67 0.21 -6.14
H 2.92 1.54 -7.94
H 3.77 1.43 -6.37
H 3.66 3.55 -7.85
H 3.35 4.04 -6.31
H 2.28 6.15 -7.48
H 0.59 5.90 -7.58
H 1.54 5.51 -6.06
H 2.03 2.97 -9.40
H 0.45 3.91 -9.50
H 2.01 4.67 -9.51
H -0.43 0.26 -5.49
H -1.70 1.10 -6.38
H -0.81 1.90 -5.06
H -0.99 3.52 -7.95
C -5.06 3.19 -0.22
C -4.63 3.28 -1.75
C -5.20 1.96 -2.43
C -5.19 1.98 -3.95
C -5.87 3.27 -4.54
C -5.42 4.65 -3.83
N -5.27 4.45 -2.39
O -5.28 5.58 -1.63
C -4.17 5.25 -4.43
C -6.57 5.65 -4.06
C -3.08 3.37 -1.97
H -6.08 3.56 -0.09
H -4.38 3.80 0.39
H -4.99 2.18 0.19
H -4.52 1.16 -2.14
H -6.17 1.65 -2.04
H -5.63 1.03 -4.24
H -4.16 1.90 -4.30
H -6.94 3.10 -4.64
H -5.44 3.29 -5.54
H -3.81 6.18 -3.97
H -3.34 4.54 -4.50
H -4.33 5.54 -5.46
H -6.79 5.89 -5.10
H -7.47 5.24 -3.61
H -6.31 6.58 -3.55
H -2.79 4.41 -1.79
H -2.83 3.04 -2.98
H -2.56 2.80 -1.20
H -6.16 5.61 -1.25
C 3.10 -1.63 -4.34
C 4.09 -1.73 -5.49
O 3.80 -2.98 -6.08
H 2.09 -1.51 -4.73
H 3.25 -0.69 -3.80
H 3.16 -2.46 -3.65
H 5.13 -1.76 -5.17
H 3.91 -0.90 -6.18
H 2.90 -3.01 -6.40
C 3.94 5.08 1.13
C 4.99 4.65 0.15
O 4.43 3.74 -0.82
H 3.16 5.66 0.64
H 4.46 5.75 1.81
H 3.64 4.29 1.82
H 5.75 4.13 0.73
H 5.41 5.55 -0.27
H 5.09 3.07 -1.01
C 0.62 4.55 4.97
C -0.77 3.88 5.14
O -1.37 3.86 3.88
H 1.07 4.65 5.96
H 0.68 5.48 4.41
H 1.39 3.86 4.64
H -1.52 4.33 5.79
H -0.65 2.86 5.50
H -2.17 3.36 4.02
C -7.54 0.05 0.09
C -6.16 -0.65 -0.15
O -6.36 -2.07 -0.35
H -7.51 1.02 0.59
H -8.22 -0.52 0.73
H -8.21 0.14 -0.76
H -5.49 -0.46 0.70
H -5.66 -0.23 -1.03
H -6.37 -2.22 -1.29
C -4.83 -6.16 1.05
C -4.98 -4.66 0.73
O -5.66 -3.84 1.62
H -5.74 -6.75 1.17
H -4.35 -6.12 2.03
H -4.17 -6.61 0.31
H -5.51 -4.58 -0.22
H -3.98 -4.25 0.57
H -5.91 -3.11 1.05
C 5.46 -6.21 1.47
O 5.48 -5.21 0.49
H 4.73 -6.95 1.12
H 6.34 -6.86 1.45
H 5.35 -5.86 2.49
H 4.56 -5.05 0.29
C 5.44 0.13 -1.75
O 6.09 -1.14 -1.99
H 5.89 1.02 -2.20
H 4.40 0.07 -2.05
H 5.44 0.35 -0.68
H 5.50 -1.75 -1.54
C -4.48 -2.12 -3.02
O -5.89 -1.99 -3.28
H -3.89 -1.75 -3.86
H -4.20 -1.32 -2.34
H -4.19 -3.10 -2.63
H -6.06 -1.66 -4.17
C 5.02 -1.75 1.53
O 5.82 -2.84 2.06
H 4.44 -2.18 0.72
H 4.33 -1.33 2.27
H 5.70 -1.01 1.10
H 6.06 -3.48 1.39
C 2.82 -5.50 -1.87
O 2.76 -5.71 -0.43
H 2.46 -6.37 -2.42
H 2.12 -4.67 -1.97
H 3.85 -5.30 -2.18
H 2.23 -6.51 -0.35
C 1.44 3.68 -3.22
O 1.88 2.89 -2.15
H 2.19 3.83 -4.00
H 0.50 3.34 -3.64
H 1.11 4.56 -2.67
H 2.69 3.25 -1.77
C 2.96 -4.66 3.19
O 1.60 -4.51 3.63
H 3.64 -4.21 3.91
H 3.13 -5.74 3.25
H 3.30 -4.31 2.21
H 1.13 -4.39 2.80
C -0.66 5.08 1.03
O 0.50 4.83 1.69
H -0.43 5.57 0.08
H -1.11 4.11 0.80
H -1.30 5.72 1.63
H 0.44 3.95 2.05
C 0.29 8.28 2.51
O 1.46 7.71 2.23
H -0.25 8.38 1.56
H -0.34 7.64 3.13
H 0.36 9.25 3.00
H 1.38 6.77 2.06
C 3.62 7.15 4.73
O 2.94 8.34 4.38
H 4.03 6.93 5.71
H 2.85 6.40 4.58
H 4.41 6.99 3.99
H 2.31 8.09 3.70
C -4.11 2.29 2.76
O -3.71 2.05 4.14
H -4.59 3.27 2.78
H -3.31 2.38 2.01
H -4.82 1.49 2.54
H -4.23 1.32 4.48
*
```